Molecular formula: C41H40N5
Method: DFT, ωB97M-V with the def2-TZVPD basis set

```
86
Properties=species:S:1:pos:R:3:mulliken_charge:R:1
C -3.19816 10.29480 2.47117 -1.164
N -3.80765 9.32451 1.57896 0.005
C -3.72427 9.67595 0.17880 -0.647
C -4.74750 8.89927 -0.63361 -0.864
C -4.68939 7.38592 -0.37245 -0.396
C -4.34674 7.02996 1.03109 0.891
C -4.13149 5.69774 1.41488 -1.305
C -3.45562 5.39091 2.60485 0.432
C -3.02848 3.88289 2.89230 1.205
C -3.62192 3.61373 4.29313 -0.348
C -3.01278 3.85295 5.53424 0.079
C -3.69893 3.57119 6.71452 -1.292
C -4.90829 2.83856 6.66582 0.676
C -5.50263 2.58719 5.40254 0.937
C -4.90154 3.07879 4.25036 -1.145
C -6.67928 1.71266 5.21162 -0.689
C -7.37198 1.32943 6.51643 -0.988
C -6.39821 1.18102 7.68350 -0.532
N -5.47862 2.29974 7.78641 -0.017
C -4.88866 2.52483 9.09095 -1.219
C -1.69392 3.32421 2.79548 -0.856
N -0.61274 3.93573 2.24873 0.583
C -0.31140 4.84374 1.19435 0.419
C -1.24571 5.53832 0.42753 -0.007
C -0.84874 6.56341 -0.43211 -0.226
C 0.51029 6.69681 -0.74968 -0.624
C 1.44563 5.83913 -0.15605 -0.776
C 1.03665 4.96125 0.85600 -0.364
N 0.53416 3.33102 2.68518 -1.026
C 0.19483 2.26795 3.35776 0.553
C 1.25398 1.43495 3.93235 -0.216
C 2.39870 1.29530 3.12366 -0.208
C 3.50647 0.61271 3.61087 -0.725
C 3.44104 0.02332 4.88558 -0.394
C 2.29812 0.16214 5.69164 -0.771
C 1.21038 0.90064 5.23657 -0.010
N -1.20606 2.11398 3.36777 0.490
C -1.77222 0.81049 3.65570 -0.274
C -3.03739 0.64172 4.20457 0.745
C -3.55476 -0.58594 4.63131 -0.821
C -2.74129 -1.71693 4.61414 -0.630
C -1.46895 -1.59798 4.06080 -0.875
C -1.02780 -0.37754 3.52361 -0.385
C -3.54097 6.35289 3.62492 -0.939
C -3.89733 7.65962 3.33060 -1.708
C -4.07478 8.04547 1.98124 0.539
H -2.94082 9.85280 3.43846 0.445
H -2.28498 10.71724 2.02220 0.347
H -3.89446 11.12793 2.64957 0.309
H -3.90419 10.75738 0.10103 0.483
H -2.70472 9.48613 -0.21385 0.253
H -5.75064 9.26207 -0.37298 0.347
H -4.58691 9.11297 -1.69571 0.365
H -5.66148 6.95732 -0.65572 0.358
H -3.94813 6.91810 -1.03898 0.264
H -4.39950 4.89622 0.71448 0.344
H -3.63977 3.29470 2.18693 0.285
H -2.03371 4.33409 5.58763 0.692
H -3.28590 3.87255 7.68068 0.444
H -5.33983 2.85066 3.27501 0.358
H -7.38508 2.24589 4.55867 0.377
H -6.35473 0.80942 4.66033 0.342
H -7.90077 0.38187 6.37570 0.327
H -8.11235 2.10704 6.74695 0.370
H -5.83126 0.23531 7.55769 0.246
H -6.94914 1.13107 8.63213 0.417
H -4.86974 3.59940 9.31582 0.374
H -5.52451 2.03124 9.83351 0.330
H -3.86158 2.13131 9.17124 0.379
H -2.28509 5.25291 0.50075 0.444
H -1.59321 7.23077 -0.87297 0.241
H 0.83070 7.45381 -1.46914 0.402
H 2.49834 5.84862 -0.44331 0.387
H 1.76662 4.34666 1.37474 0.434
H 2.40005 1.75234 2.13170 0.394
H 4.40393 0.54538 2.99000 0.389
H 4.29854 -0.55117 5.24878 0.387
H 2.26075 -0.30099 6.67929 0.421
H 0.34208 1.08308 5.87008 0.479
H -3.66182 1.49853 4.36699 0.805
H -4.58246 -0.64177 5.00305 0.185
H -3.07926 -2.66090 5.04376 0.419
H -0.81182 -2.46444 4.04253 0.417
H -0.05426 -0.36127 3.03848 0.530
H -3.41053 6.07741 4.66932 0.483
H -3.98984 8.39166 4.12846 0.616
```

The calculation puts the calculated total energy at -1859.84848 Eh. The net charge is +1. The LUMO energy comes out at -0.1145 Eh. Its HOMO energy is -9.3623 eV. As for the SMILES: CN1CCCc2cc(C(c3ccc4c(c3)CCCN4C)c3n(-c4ccccc4)nc(-c4ccccc4)[n+]3-c3ccccc3)ccc21. The gap between HOMO and LUMO comes out at 6.25 eV. The multiplicity is 1.

---

Molecular formula: C41H41BBeO2P2
Method: DFT, ωB97M-V with the def2-TZVPD basis set

```
88
Properties=species:S:1:pos:R:3:mulliken_charge:R:1
Be 0.21346 -0.02725 2.18671 0.910
C -1.69664 0.82955 -5.42119 -0.362
C -1.70384 -0.44125 -5.00139 -0.369
C -0.82654 -1.60035 -5.39619 -0.463
C 0.50526 -1.27215 -6.10659 -1.064
C 1.41846 -0.40055 -5.27849 -0.140
C 1.42556 0.93255 -5.16029 -0.308
C 0.54866 1.97065 -5.81019 -0.636
C -0.78334 1.48895 -6.42649 -0.894
C 1.61726 0.45695 3.69571 -1.911
H -2.42654 1.49595 -4.96119 0.355
H -2.45564 -0.69945 -4.25439 0.404
H -1.40674 -2.28845 -6.03109 0.390
H -0.60074 -2.16955 -4.48359 0.246
H 1.01626 -2.22235 -6.30219 0.395
H 0.30846 -0.82965 -7.08479 0.352
H 2.14826 -0.94415 -4.67819 0.386
H 2.17686 1.35465 -4.49169 0.320
H 1.12896 2.49475 -6.58589 0.361
H 0.32306 2.73405 -5.05219 0.301
H -1.29444 2.36935 -6.83389 0.408
H -0.58684 0.83485 -7.27789 0.336
H 1.40416 1.43375 4.14041 0.269
H 2.63866 0.47355 3.29321 0.588
H 1.57796 -0.30375 4.48611 0.444
P -1.26344 -0.54305 0.54481 1.033
P 1.76656 -0.01345 0.53101 0.937
C -0.34534 -0.78515 -1.02209 -0.867
C 0.97696 -0.57795 -1.02219 -0.751
C -2.26214 -2.06685 0.66211 0.356
C -2.62264 -2.82095 -0.46449 -0.091
C -3.34844 -4.00015 -0.31359 -0.617
C -3.72134 -4.43325 0.96181 -0.548
C -3.36864 -3.68505 2.08501 -0.696
C -2.64004 -2.50465 1.93721 -0.482
C -2.47114 0.74425 0.08111 0.426
C -2.07704 2.09055 0.09161 -0.311
C -3.01044 3.09905 -0.13789 -0.728
C -4.34884 2.77585 -0.36869 -0.571
C -4.74954 1.43895 -0.36759 -0.691
C -3.81774 0.42655 -0.14359 -0.454
C 3.24536 -1.06745 0.65241 0.627
C 3.15776 -2.35385 1.20191 -0.491
C 4.30836 -3.11665 1.39601 -0.616
C 5.55786 -2.59835 1.05361 -0.509
C 5.65336 -1.31215 0.51831 -0.651
C 4.50546 -0.54825 0.32021 -0.428
C 2.42716 1.61445 0.02001 0.085
C 2.63416 2.57155 1.02201 -0.445
C 3.07856 3.85065 0.68841 -0.639
C 3.32096 4.17945 -0.64589 -0.587
C 3.12036 3.22735 -1.64859 -0.414
C 2.67416 1.94925 -1.31899 0.035
H -0.88134 -1.07705 -1.92489 0.070
H 1.57746 -0.69375 -1.92439 0.822
H -2.34664 -2.47735 -1.45809 0.257
H -3.62614 -4.58095 -1.18889 0.413
H -4.29054 -5.35155 1.07661 0.370
H -3.66384 -4.01715 3.07631 0.442
H -2.36074 -1.90465 2.79961 0.229
H -1.03874 2.34655 0.28641 0.369
H -2.69264 4.13815 -0.13379 0.434
H -5.07684 3.56255 -0.54579 0.393
H -5.79104 1.18235 -0.54039 0.424
H -4.13524 -0.61185 -0.14349 0.353
H 2.18756 -2.75495 1.48411 0.386
H 4.22886 -4.11505 1.81711 0.397
H 6.45436 -3.19245 1.20611 0.377
H 6.62466 -0.90155 0.25721 0.401
H 4.58436 0.45305 -0.09289 0.317
H 2.44896 2.29185 2.05701 0.237
H 3.24246 4.58655 1.47061 0.423
H 3.67186 5.17435 -0.90579 0.376
H 3.31346 3.48175 -2.68709 0.442
H 2.52886 1.20625 -2.09859 0.095
O -0.86324 -1.12035 4.62091 -0.613
B -0.96994 -0.00985 3.69761 0.820
O -1.21314 1.20435 4.44951 -0.467
C -1.27334 0.78605 5.72471 0.910
C -1.47534 1.57065 6.85991 -1.119
C -1.46514 0.93515 8.11561 -0.511
C -1.25724 -0.45735 8.21041 -0.583
C -1.05744 -1.22415 7.04991 -0.925
C -1.07084 -0.56865 5.82121 0.549
H -1.62344 2.63875 6.77851 0.467
H -1.61054 1.51795 9.01591 0.373
H -1.24394 -0.93775 9.18021 0.379
H -0.88594 -2.29125 7.10981 0.463
```

The calculation puts the calculated total energy at -2459.66208 Eh. The net charge is 0. The LUMO energy comes out at 0.0013 Eh. Its HOMO energy is -5.7812 eV. The energy relative to the best compared isomer or geometry (same formula, charge and spin) comes out at 0.0 kJ/mol. The gap between HOMO and LUMO comes out at 5.82 eV. The multiplicity is 1.